Record 1
Below is C18H23N3O5S in the gas phase at a distorted geometry, with properties calculated with wB97M-V/def2-TZVPD.

Largest force on an atom = 0.0253 Eh/bohr
Total charge = 0
ΔE to the lowest compared entry with this formula, charge and spin = 158.2 kJ/mol
Kohn-Sham gap = 7.70 eV
Spin multiplicity = 1

CARTESIAN COORDINATES (ANGSTROEM)
H (4.000, -0.274, 1.191)
S (-0.114, -0.601, -1.943)
C (-3.806, -2.649, 2.640)
H (2.500, 1.273, 0.752)
C (-0.236, -2.987, 0.496)
H (-3.212, -0.643, 3.089)
H (2.697, -2.344, 0.318)
N (-0.872, -0.697, 1.806)
C (-1.452, -2.933, 1.228)
O (-5.012, -2.765, 3.265)
O (3.378, 1.526, 0.406)
H (3.974, 0.097, -1.856)
H (-0.594, 2.183, -0.974)
H (0.101, 6.323, -1.109)
H (0.762, 3.280, -0.696)
C (-3.494, -3.862, 2.001)
H (-5.620, -4.611, 3.949)
C (0.611, -1.928, 0.405)
C (4.124, 0.344, 0.293)
H (5.176, 0.633, 0.209)
O (-4.508, -4.755, 2.221)
C (1.408, -0.016, -1.610)
N (2.319, -0.801, -0.987)
H (2.556, 1.626, -1.440)
C (0.078, 2.895, -1.456)
C (3.729, -0.471, -0.954)
H (-1.424, 3.635, -2.815)
H (1.454, 2.906, -3.120)
H (1.779, -2.822, -1.131)
C (0.747, 5.861, -1.866)
C (-2.338, -4.028, 1.296)
C (-0.753, 4.034, -2.050)
H (4.304, -1.401, -0.974)
C (-5.467, -4.075, 2.999)
H (-6.422, -4.028, 2.451)
H (-1.357, 4.500, -1.257)
C (-2.966, -1.569, 2.596)
C (0.881, 2.176, -2.543)
H (1.561, 5.331, -1.360)
C (-1.772, -1.724, 1.878)
N (1.807, 1.217, -1.991)
O (0.008, 5.018, -2.715)
H (0.200, 1.648, -3.215)
C (0.331, -0.710, 1.148)
H (-0.009, -3.897, -0.040)
C (1.900, -2.039, -0.369)
O (1.065, 0.271, 1.246)
H (1.170, 6.638, -2.501)
H (-2.105, -4.955, 0.802)
H (-1.092, 0.168, 2.286)

=====

Record 2
Below is C18H23N5O2 in the gas phase at a distorted geometry, with properties calculated with wB97M-V/def2-TZVPD.

Largest force on an atom = 0.0608 Eh/bohr
Total charge = 0
ΔE to the lowest compared entry with this formula, charge and spin = 509.5 kJ/mol
Kohn-Sham gap = 7.88 eV
Spin multiplicity = 1

CARTESIAN COORDINATES (ANGSTROEM)
H (-4.021, 0.024, 1.079)
C (-2.202, 0.294, -0.148)
C (4.201, 1.186, 4.602)
H (-2.107, 0.661, -3.463)
H (-5.559, 0.062, -0.850)
C (-1.521, -0.936, 1.912)
H (6.115, -0.698, 5.372)
H (5.568, 2.699, 2.905)
C (1.041, 0.351, 1.612)
C (-3.946, 0.328, -2.290)
N (-1.247, 0.115, 0.882)
C (6.148, -0.379, 4.350)
H (4.055, 0.815, 5.614)
C (-4.474, 0.161, -1.000)
H (6.776, 1.467, 2.569)
N (5.615, 1.005, 4.181)
C (-4.073, 1.896, -5.044)
H (5.581, -1.119, 3.783)
H (3.938, 2.225, 4.618)
N (3.449, 0.782, 2.229)
C (3.244, 0.459, 3.664)
H (-5.106, 0.101, -5.421)
H (0.695, 0.102, 2.598)
H (-5.012, 2.443, -5.145)
C (-3.603, 0.179, 0.099)
H (3.406, -0.621, 3.768)
H (-1.368, -0.531, 2.919)
C (0.087, 0.400, 0.610)
H (4.855, 1.701, 0.899)
H (5.271, 0.115, 1.361)
C (4.851, 1.046, 1.767)
O (-0.395, 0.799, -1.741)
C (0.472, 0.762, -0.704)
C (-4.356, 0.424, -4.676)
H (-2.558, -1.359, 1.857)
N (1.750, 1.023, -0.973)
C (-1.718, 0.536, -1.435)
H (-3.456, -0.191, -4.814)
H (-3.553, 1.965, -6.023)
O (-4.865, 0.327, -3.321)
H (7.210, -0.400, 4.033)
H (-0.858, -1.818, 1.798)
C (2.380, 0.686, 1.282)
H (2.240, 0.756, 4.016)
C (5.786, 1.652, 2.873)
N (2.661, 1.000, 0.005)
H (-3.428, 2.381, -4.343)
C (-2.570, 0.525, -2.464)

=====

Record 3
Below is C18H23N5O6S2 in the gas phase at a distorted geometry, with properties calculated with wB97M-V/def2-TZVPD.

Largest force on an atom = 0.0240 Eh/bohr
Total charge = 0
ΔE to the lowest compared entry with this formula, charge and spin = 35.5 kJ/mol
Kohn-Sham gap = 8.99 eV
Spin multiplicity = 1

CARTESIAN COORDINATES (ANGSTROEM)
H (0.527, -3.029, -2.504)
H (-5.095, 2.326, 0.276)
N (0.444, -1.211, -1.466)
N (2.916, -2.034, -0.700)
C (-1.582, 1.178, 1.412)
H (0.923, -1.070, -0.589)
C (2.459, -2.417, -1.859)
H (-6.400, 0.494, 3.624)
H (-1.541, 1.012, 2.477)
C (-6.809, 2.884, 1.470)
H (7.046, 0.501, 0.509)
H (2.929, -3.063, -4.530)
C (-2.171, 2.335, 0.941)
H (6.532, 0.041, 2.165)
S (-2.951, 3.454, 2.106)
C (-6.190, 1.486, 3.221)
C (6.844, -3.373, -0.508)
H (4.300, -4.115, -4.102)
H (-4.082, 1.607, 3.751)
O (-2.353, 3.276, 3.394)
N (-4.521, 2.903, 2.220)
H (6.473, -3.852, 0.396)
H (2.635, -4.644, -3.772)
C (-1.039, 0.274, 0.515)
C (-0.559, -0.407, -1.883)
H (-0.593, -0.638, 0.884)
N (4.160, -2.522, -0.553)
H (-2.705, 3.526, -0.738)
N (3.395, -3.170, -2.510)
C (1.109, -2.102, -2.385)
H (-7.469, 2.907, 0.602)
C (4.442, -3.197, -1.634)
H (-1.760, 1.871, -2.374)
S (5.944, -4.001, -1.949)
C (-1.100, 0.533, -0.852)
C (-1.712, 1.699, -1.309)
C (6.368, -0.116, 1.102)
H (5.337, 0.123, 0.834)
C (-5.349, 3.069, 1.048)
H (-4.420, 0.799, 2.186)
C (-4.708, 1.622, 2.859)
C (6.672, -1.865, -0.413)
C (-2.246, 2.606, -0.412)
O (-1.000, -0.453, -3.016)
O (-3.009, 4.764, 1.531)
O (6.648, -1.120, -1.354)
O (-7.002, 1.629, 2.080)
H (-5.175, 4.074, 0.665)
H (1.165, -1.626, -3.373)
O (6.611, -1.496, 0.860)
H (-7.086, 3.687, 2.169)
H (-6.449, 2.252, 3.965)
C (3.307, -3.784, -3.803)
H (7.892, -3.625, -0.674)

=====

Record 4
Below is C18H23NO4 in the gas phase at a distorted geometry, with properties calculated with wB97M-V/def2-TZVPD.

Largest force on an atom = 0.0586 Eh/bohr
Total charge = 0
ΔE to the lowest compared entry with this formula, charge and spin = 212.0 kJ/mol
Kohn-Sham gap = 9.54 eV
Spin multiplicity = 1

CARTESIAN COORDINATES (ANGSTROEM)
O (-5.757, -1.211, -2.275)
H (-1.901, 2.016, -1.175)
H (2.568, -1.031, -0.166)
C (-4.439, -0.748, -0.299)
H (2.750, -1.363, 1.621)
C (-1.286, 1.117, 0.717)
H (-3.292, -2.516, -2.248)
N (-3.430, -1.507, -2.315)
O (4.252, -2.069, 0.423)
H (-0.569, 0.346, 1.010)
H (1.364, 0.764, 0.436)
H (5.010, 0.119, 0.624)
H (3.661, 2.390, 0.676)
C (1.922, 1.483, -0.168)
C (-4.717, -1.302, -1.678)
C (3.239, -1.039, 0.694)
C (-0.143, 3.028, -0.585)
H (2.961, -4.339, 0.934)
H (-5.446, 0.197, 2.715)
C (3.787, -2.936, -0.532)
O (3.783, -2.659, -1.712)
C (-5.274, -0.603, 0.769)
H (-0.672, 3.743, 0.062)
C (3.448, 1.482, 0.092)
H (-3.162, 1.218, 2.645)
C (3.299, -4.318, -0.107)
C (3.971, 0.289, 0.930)
H (-6.274, -1.020, 0.694)
C (-4.790, 0.090, 1.858)
H (1.303, 3.133, 1.069)
C (-0.963, 1.734, -0.674)
C (1.292, 2.886, -0.002)
H (4.019, 0.581, 1.983)
C (-2.430, -0.848, -1.557)
C (-2.673, 0.485, 0.735)
O (-1.262, -1.142, -1.616)
H (1.979, 3.584, -0.496)
C (-3.125, -0.295, -0.322)
H (-0.500, 1.007, -1.340)
H (4.096, -5.054, -0.253)
H (-1.264, 1.968, 1.406)
H (2.472, -4.627, -0.748)
H (-0.049, 3.519, -1.559)
C (-3.520, 0.619, 1.811)
H (1.778, 1.218, -1.225)
H (3.983, 1.609, -0.853)